{
  "formula": "C7H15O2",
  "method": "ωB97M-V/def2-TZVPD",
  "max_force_ev_per_a": 2.70,
  "de_lowest_kcal_mol": 11.7,
  "homo_ev": -3.98,
  "charge": -1,
  "mol_weight_g_mol": 131.2,
  "species": ["C", "C", "C", "O", "O", "H", "H", "H", "H", "H", "C", "C", "C", "C", "H", "H", "H", "H", "H", "H", "H", "H", "H", "H"],
  "coordinates": [[-0.437, -1.928, -1.876], [1.060, -1.693, -2.080], [-0.705, -2.465, -0.381], [0.126, -2.037, 0.453], [-1.704, -3.179, -0.217], [-1.113, -1.107, -2.077], [-0.665, -2.853, -2.417], [1.266, -1.520, -3.140], [1.602, -2.572, -1.729], [1.398, -0.887, -1.429], [0.036, 1.272, 0.865], [-1.188, 1.794, 0.131], [1.146, 2.297, 1.131], [-0.212, 0.460, 2.142], [0.511, 0.538, 0.208], [-0.952, 2.542, -0.632], [-1.924, 2.193, 0.830], [1.020, 2.910, 2.019], [2.123, 1.806, 1.149], [1.262, 2.904, 0.235], [-1.207, -0.008, 2.112], [0.323, -0.491, 2.097], [-0.130, 1.025, 3.071], [-1.635, 0.996, -0.465]],
  "mulliken_charge": [-0.361, -0.961, 0.474, -0.685, -0.759, 0.263, 0.272, 0.334, 0.243, 0.192, 1.896, -1.389, -1.497, -1.392, -0.728, 0.356, 0.341, 0.335, 0.389, 0.361, 0.359, 0.294, 0.362, 0.301]
}